[1]
The following is a quantum chemistry calculation of a cluster of 2 separate species, C4H8O in total, from the OMol25 dataset.

Results
- 2S+1 = 1
- SMILES string = CC=O.C=C
- energy above the lowest of the compared OMol25 structures with the same formula, charge and spin (kJ/mol) = 138.3

```
13
Properties=species:S:1:pos:R:3:forces:R:3
C -0.813 1.418 -0.829 0.0 0.0 0.0
C -1.235 0.403 0.203 -0.1 0.2 0.2
O -1.301 0.645 1.384 -0.1 -0.1 -0.4
H -1.692 2.017 -1.097 0.1 -0.1 0.0
H -0.057 2.089 -0.409 -0.1 -0.1 -0.1
H -0.440 0.939 -1.739 0.0 0.0 0.2
H -1.517 -0.597 -0.193 -0.1 0.2 0.1
C 1.439 -1.050 -0.195 0.0 -0.1 0.2
C 0.999 -1.270 1.038 0.1 0.0 -0.2
H 1.113 -1.656 -1.037 0.1 0.0 0.1
H 2.124 -0.236 -0.416 0.0 -0.1 0.0
H 1.288 -0.637 1.872 0.0 -0.1 -0.1
H 0.281 -2.055 1.263 0.1 0.0 -0.1
```
Forces are in eV/Å.

Results of the natural (NBO) charge analysis, in e, for atoms 1 through 5: C -0.7291; C 0.4551; O -0.5393; H 0.2423; H 0.2369

***

[2]
The following is a quantum chemistry calculation of the molecule C8H13NO3S2 at a distorted geometry, from the OMol25 dataset.

Results
- 2S+1 = 1
- energy above the lowest of the compared OMol25 structures with the same formula, charge and spin (kJ/mol) = 261.2

```
27
Properties=species:S:1:pos:R:3:forces:R:3
C 3.160 0.787 0.719 0.3 2.4 -0.2
C 2.310 1.543 -0.001 -0.3 -1.3 0.7
C -2.414 -0.371 0.761 1.0 0.2 0.4
C 2.901 -0.630 1.096 -1.7 0.3 0.6
C 0.867 1.096 -0.270 0.6 1.5 -1.4
C 1.658 -1.203 0.353 1.6 -3.2 0.6
C 0.585 -0.222 0.436 -2.8 1.2 -0.7
C -4.317 -0.630 -1.019 -2.0 0.7 -0.5
N -2.507 -0.679 1.972 -0.6 0.1 -0.7
O -4.416 1.392 0.783 -2.3 1.5 2.3
O -0.948 -2.380 -0.095 0.1 1.9 -0.3
O -1.267 -0.405 -1.616 0.2 0.5 -1.1
S -3.542 0.787 -0.150 2.0 -2.1 -1.4
S -0.992 -0.917 -0.316 0.0 -2.9 2.1
H 4.090 1.368 1.015 -0.9 -1.4 -0.3
H 2.623 2.529 -0.319 -0.2 0.1 0.0
H 3.713 -1.178 0.793 2.2 -1.5 -1.0
H 2.908 -0.856 2.169 -0.5 0.5 0.1
H 0.238 1.997 -0.009 0.2 -1.3 0.2
H 0.664 0.998 -1.384 0.4 -0.1 1.2
H 1.997 -1.531 -0.650 -0.5 0.8 0.1
H 1.298 -2.227 0.770 0.7 1.9 -0.2
H 0.279 -0.107 1.481 0.1 0.2 0.0
H -4.702 -0.057 -1.904 0.2 -1.0 0.4
H -5.194 -1.253 -0.592 1.7 1.4 0.0
H -3.478 -1.237 -1.277 0.2 -0.6 -0.6
H -1.837 -1.384 2.282 0.3 0.1 -0.1
```
Forces are in eV/Å.

Results of the natural (NBO) charge analysis, in e, for atoms 1 through 5: C -0.1963; C -0.1860; C -0.1843; C -0.4435; C -0.4801

***

[3]
The following is a quantum chemistry calculation of a cluster of 8 separate species, C33H61BBr2N3O23 in total at a distorted geometry, from the OMol25 dataset.

Results
- 2S+1 = 1
- energy above the lowest of the compared OMol25 structures with the same formula, charge and spin (kJ/mol) = 41.1
- net charge = -1

```
123
Properties=species:S:1:pos:R:3:forces:R:3
O -1.438 1.286 -2.261 -0.2 0.2 0.0
C -1.761 0.827 -1.198 -0.2 0.2 -1.0
O -1.064 0.862 -0.103 0.0 -0.3 0.9
B -1.767 0.077 0.976 0.3 0.2 -0.6
O -2.935 -0.466 0.272 -1.2 0.0 0.2
C -3.033 -0.047 -0.982 2.3 -0.6 1.0
O -3.726 -0.495 -1.840 -0.8 0.2 -0.2
O -2.059 0.969 2.107 0.2 -0.3 0.5
C -1.394 0.511 3.165 0.3 -0.7 0.6
O -1.311 0.966 4.269 -0.4 0.8 -0.1
C -0.673 -0.809 2.782 0.7 -0.5 -0.2
O -0.947 -1.011 1.513 -0.3 0.1 -1.1
O 0.037 -1.530 3.429 -0.6 0.8 0.2
C 6.966 5.924 -1.507 0.2 0.6 -0.2
O 6.771 4.763 -2.288 -0.2 0.0 1.1
C 5.556 4.098 -1.936 1.0 -1.0 -0.2
C 5.680 3.141 -0.735 0.1 1.2 -0.3
N 4.342 2.676 -0.465 -0.5 -1.4 0.7
C 4.239 1.823 0.735 -0.1 0.8 0.3
C 2.777 1.659 1.124 0.4 0.5 0.3
O 2.313 2.985 1.433 0.0 -0.8 -0.2
C 1.077 2.990 2.112 -0.2 0.7 -0.3
H 8.016 6.226 -1.508 0.0 -0.1 -0.5
H 6.748 5.865 -0.435 -0.5 -0.5 -0.1
H 6.354 6.708 -1.963 0.1 0.3 0.3
H 5.372 3.481 -2.812 -0.6 0.1 -0.1
H 4.734 4.780 -1.714 0.0 0.3 -0.3
H 6.188 3.676 0.085 -0.3 0.1 0.3
H 6.376 2.332 -0.961 -0.3 -0.3 -0.2
H 3.660 3.386 -0.204 0.5 0.6 -0.6
H 4.662 2.439 1.545 0.3 -0.6 0.3
H 4.747 0.862 0.657 0.0 0.0 -0.2
H 2.702 1.090 2.052 0.0 -0.4 -0.2
H 2.199 1.201 0.319 -0.2 0.0 0.1
H 0.869 4.058 2.192 -0.4 -0.1 0.2
H 1.087 2.548 3.114 0.5 -0.1 0.0
H 0.273 2.493 1.560 0.1 0.1 -0.2
C -6.004 -2.290 3.109 -0.3 -0.8 -0.7
O -4.698 -2.170 3.638 -1.4 0.1 0.5
C -4.487 -2.959 4.800 1.8 0.1 0.2
C -4.005 -4.411 4.499 -0.8 0.0 -0.7
N -3.472 -4.546 3.137 0.5 0.7 0.3
C -2.168 -3.882 3.010 0.9 -0.6 -0.1
C -0.927 -4.715 3.360 -0.5 0.5 0.6
O -0.737 -4.608 4.770 -0.3 0.2 0.2
C 0.505 -5.050 5.226 0.6 0.2 0.1
H -6.878 -2.106 3.746 0.5 0.4 0.7
H -6.176 -3.321 2.776 0.1 0.0 -0.3
H -6.100 -1.617 2.260 0.2 0.0 -0.1
H -5.293 -2.968 5.536 -0.3 0.2 -0.3
H -3.642 -2.426 5.245 -0.1 -0.1 0.3
H -4.842 -5.113 4.565 0.0 0.0 0.2
H -3.251 -4.694 5.231 0.0 0.0 0.0
H -4.043 -3.915 2.581 -0.3 -0.5 -0.1
H -2.043 -3.000 3.644 -0.3 0.2 -0.1
H -2.061 -3.563 1.971 0.0 0.0 0.0
H -0.084 -4.203 2.887 0.1 -0.4 -0.3
H -1.028 -5.779 3.125 0.1 0.1 -0.5
H 0.756 -4.524 6.150 -0.3 -0.1 0.2
H 1.330 -4.784 4.552 -0.2 -0.1 -0.3
H 0.526 -6.131 5.404 0.0 0.0 0.0
C 1.330 1.023 -3.931 -1.7 -0.3 -0.6
O 2.362 0.135 -3.626 0.9 -0.1 -0.7
C 3.612 0.708 -3.260 -0.4 -0.4 -0.2
C 4.593 -0.416 -2.979 0.7 1.1 0.3
N 5.172 -0.932 -4.212 0.2 -0.3 0.3
C 5.769 -2.269 -4.111 -0.8 0.5 -1.6
C 4.730 -3.392 -3.979 1.5 -0.3 1.1
O 3.985 -3.675 -5.140 0.0 0.8 -0.3
C 2.837 -2.886 -5.419 -0.7 -0.3 1.6
H 1.523 1.989 -4.412 0.9 0.0 0.5
H 0.665 1.136 -3.072 0.2 0.4 0.0
H 0.712 0.550 -4.710 0.0 -0.2 0.2
H 3.463 1.394 -2.422 0.3 -0.1 0.1
H 4.044 1.249 -4.113 -0.2 0.3 0.0
H 4.202 -1.164 -2.282 -0.3 -0.1 -0.2
H 5.415 0.086 -2.450 0.0 -0.2 0.2
H 4.526 -0.863 -4.976 -0.2 -0.1 -0.2
H 6.533 -2.217 -3.336 -0.2 -0.4 0.2
H 6.266 -2.462 -5.068 0.3 0.1 0.1
H 4.229 -3.180 -3.024 -1.1 -0.2 -0.5
H 5.270 -4.324 -3.781 0.0 0.0 -0.1
H 2.274 -2.802 -4.476 -0.2 -0.2 -0.2
H 2.239 -3.444 -6.134 0.1 0.2 -0.2
H 2.925 -1.830 -5.680 0.7 -0.1 -0.6
Br -7.927 -2.870 -0.435 0.2 0.4 -0.1
C -6.988 -1.204 -0.800 0.1 1.0 -0.2
C -6.508 -1.044 -2.238 -0.9 -0.1 0.5
Br -7.985 -0.450 -3.428 0.5 -0.3 0.3
H -6.143 -1.079 -0.122 0.2 -0.7 -0.1
H -7.628 -0.361 -0.538 -0.4 -0.3 -0.1
H -6.138 -1.999 -2.594 0.2 0.2 -0.4
H -5.770 -0.251 -2.279 -0.1 -0.3 -0.2
C 0.762 -1.833 -1.999 -1.1 0.5 0.5
C 1.105 -3.309 -1.804 1.0 0.6 -1.5
O 2.033 -3.288 -0.715 -0.5 0.3 0.3
C 2.320 -1.980 -0.370 -1.0 -1.3 1.0
O 3.008 -1.709 0.559 0.7 0.3 -0.2
O 1.603 -1.133 -1.084 0.2 0.4 -0.6
H -0.265 -1.677 -1.659 0.0 0.1 0.1
H 0.819 -1.345 -2.965 0.5 -0.5 -0.2
H 1.686 -3.753 -2.616 -0.3 0.1 -0.3
H 0.157 -3.841 -1.750 0.4 -0.5 1.1
C -4.217 2.319 -3.765 -0.3 1.1 0.6
C -5.488 3.221 -3.786 0.6 -1.2 0.0
O -6.110 2.808 -5.008 -0.1 0.3 -0.3
C -5.200 2.181 -5.808 -1.0 0.4 0.3
O -5.397 1.846 -6.930 -0.1 0.0 -0.2
O -4.077 2.018 -5.138 1.4 -0.9 0.0
H -4.296 1.446 -3.119 -0.3 -0.3 -0.5
H -3.303 2.815 -3.443 -0.1 0.2 -0.1
H -5.223 4.276 -3.817 -0.2 0.1 0.0
H -6.179 2.967 -2.988 0.0 0.3 0.1
C -0.522 3.988 5.293 -1.6 -0.4 -0.8
C -1.579 3.858 6.410 0.1 -0.2 -1.9
O -1.473 5.093 7.096 -0.4 -0.3 0.7
C -0.833 5.977 6.319 0.4 1.4 0.5
O -0.804 7.161 6.503 -0.2 -0.6 0.1
O -0.182 5.382 5.330 1.0 -1.0 -0.3
H -0.994 3.869 4.317 0.0 -0.3 0.1
H 0.193 3.168 5.356 1.0 1.0 0.2
H -1.416 2.950 6.980 -0.1 0.4 0.6
H -2.531 3.812 5.877 -0.3 -0.1 0.6
```
Forces are in eV/Å.

Results of the Löwdin charge analysis, in e, for atoms 1 through 5: O 0.1280; C -0.4052; O 0.2206; B -0.8732; O 0.2335

***

[4]
The following is a quantum chemistry calculation of a cluster of 2 separate species, C7H6OS in total at a distorted geometry, from the OMol25 dataset.

Results
- 2S+1 = 1
- energy above the lowest of the compared OMol25 structures with the same formula, charge and spin (kJ/mol) = 0.0

```
15
Properties=species:S:1:pos:R:3:forces:R:3
C -0.965 0.771 -1.393 0.1 -0.6 1.8
C 0.446 0.729 -1.384 -2.5 1.3 -2.7
C -1.708 0.039 -0.438 1.8 0.3 -1.2
C 1.083 -0.120 -0.500 1.4 1.6 -1.8
C 0.179 1.570 2.949 0.0 0.0 -0.1
C -0.993 -0.797 0.364 0.9 -1.1 1.6
C 0.415 -0.846 0.417 -1.0 -0.9 -0.1
O 0.727 1.752 1.984 0.0 0.1 0.2
S 1.212 -1.960 1.551 0.0 -0.1 0.1
H -1.581 1.311 -2.059 0.1 0.9 -1.0
H 0.875 1.345 -2.280 0.0 -1.4 2.1
H -2.772 0.049 -0.414 -0.6 0.0 -0.1
H 2.122 -0.157 -0.717 1.0 -0.4 0.7
H 2.416 -2.137 0.949 -0.5 0.3 0.0
H -1.455 -1.549 0.972 -0.7 0.0 0.5
```
Forces are in eV/Å.

Results of the natural (NBO) charge analysis, in e, for atoms 1 through 5: C -0.2095; C -0.1996; C -0.2081; C -0.2484; C 0.5014

***

[5]
The following is a quantum chemistry calculation of a cluster of 2 separate species, CH5NO2 in total at a distorted geometry, from the OMol25 dataset.

Results
- 2S+1 = 1
- SMILES string = NC=O.O
- energy above the lowest of the compared OMol25 structures with the same formula, charge and spin (kJ/mol) = 136.0

```
9
Properties=species:S:1:pos:R:3:forces:R:3
N 1.335 -0.251 -0.107 -0.5 0.0 0.3
C 0.326 0.398 0.502 0.5 2.0 -1.1
O -0.243 1.392 -0.055 1.7 -1.1 1.0
H 1.793 -1.039 0.324 -0.1 0.1 0.0
H 1.505 -0.068 -1.086 0.0 0.1 0.1
H 0.155 0.117 1.545 -0.2 -0.1 -0.2
O -1.833 -0.368 -0.047 0.3 2.2 -0.8
H -1.423 0.712 -0.246 -1.5 -3.5 0.5
H -1.615 -0.893 -0.829 -0.2 0.2 0.1
```
Forces are in eV/Å.

Results of the natural (NBO) charge analysis, in e, for atoms 1 through 5: N -0.7833; C 0.5858; O -0.7025; H 0.4030; H 0.4082

***

[6]
The following is a quantum chemistry calculation of a cluster of 2 separate species, C3H10NO2S in total at a distorted geometry, from the OMol25 dataset.

Results
- 2S+1 = 1
- energy above the lowest of the compared OMol25 structures with the same formula, charge and spin (kJ/mol) = 171.4
- net charge = +1

```
17
Properties=species:S:1:pos:R:3:forces:R:3
C -1.338 1.174 -0.011 -0.4 -0.3 0.1
C -1.324 0.798 1.466 0.7 -0.1 -0.1
C 1.659 -0.839 -1.286 -0.3 0.1 0.6
N 1.374 -1.908 -1.919 0.0 -0.2 -0.1
O -0.044 1.567 -0.427 0.3 0.4 -0.3
O 0.319 -1.226 0.860 0.5 -0.6 -1.3
S 0.321 -0.022 1.727 -1.2 0.3 1.6
H -2.079 1.952 -0.220 0.0 -0.1 0.0
H -1.581 0.290 -0.609 0.0 0.2 0.1
H -2.137 0.122 1.723 0.1 -0.1 0.1
H -1.337 1.669 2.119 0.0 0.1 0.1
H 2.531 -0.810 -0.644 0.0 -0.1 -0.1
H 1.055 0.062 -1.369 0.0 -0.1 -0.2
H 1.923 -2.756 -1.795 -0.1 0.2 -0.1
H -0.060 -0.533 2.967 0.2 0.5 -0.4
H 0.552 -1.977 -2.514 0.2 0.1 0.1
H 0.165 2.438 -0.069 0.0 0.0 -0.1
```
Forces are in eV/Å.

Results of the natural (NBO) charge analysis, in e, for atoms 1 through 5: C -0.0854; C -0.6125; C 0.1775; N -0.6032; O -0.7475

***

Number 1: Kohn-Sham gap 10.9 eV. Number 2: Kohn-Sham gap 9.2 eV. Number 3: Kohn-Sham gap 8.9 eV. Number 4: Kohn-Sham gap 9.3 eV. Number 5: Kohn-Sham gap 10.6 eV. Number 6: Kohn-Sham gap 8.9 eV.